22
Properties=species:S:1:pos:R:3:forces:R:3 method="wB97M-V/def2-TZVPD" homo_lumo_gap_ev=8.021 e_above_lowest_ev=3.449 max_force_ev_per_a=7.01 e_homo_ev=-8.2 charge=0
C -2.027 -3.211 -0.599 1.1 0.4 -2.1
C -2.454 -2.349 0.336 1.0 1.2 0.5
C -1.120 -2.811 -1.594 -0.7 2.8 3.9
C -1.804 -1.133 0.451 -0.4 2.7 2.4
C -0.480 -1.569 -1.476 -2.8 -1.9 2.5
C -0.753 -0.732 -0.378 -0.6 -1.2 -0.9
C 2.936 2.732 0.294 -1.0 -1.0 -1.2
C 0.131 1.276 0.944 -2.7 -1.5 1.2
C -0.021 0.504 -0.279 1.1 4.8 5.0
C 0.530 2.670 1.825 0.4 -2.1 -2.8
P 1.972 3.507 1.683 -0.1 -0.1 -0.1
H -2.529 -4.118 -0.556 -0.5 -1.9 -0.7
H -3.237 -2.753 0.916 -0.8 0.5 1.2
H -0.915 -3.362 -2.391 0.9 -2.6 -3.2
H -2.086 -0.349 1.275 0.3 -1.8 -1.6
H 0.191 -1.367 -2.195 2.4 1.2 -2.3
H 2.929 1.603 0.283 -0.3 1.1 0.1
H 2.615 3.093 -0.727 -0.2 -0.4 1.1
H 3.959 3.034 0.306 0.8 0.3 0.5
H -0.481 0.725 1.738 1.1 0.5 -0.8
H 0.351 1.022 -1.111 0.6 -0.1 -1.6
H -0.157 3.019 2.642 0.4 -0.9 -1.1